Record 1
Formula: C5H10O2
Source: OMol25
Level of theory: ωB97M-V with the def2-TZVPD basis set

Cartesian coordinates (Å):
1 C 1.177 2.654 1.778
2 C -0.134 2.592 1.269
3 C -1.029 1.385 1.189
4 C -0.664 0.190 0.621
5 O 0.545 -0.098 0.110
6 C -1.686 -0.925 0.730
7 H 1.737 3.698 1.926
8 H 1.576 1.696 2.121
9 H -0.681 3.409 0.858
10 H -1.924 1.507 1.868
11 H 1.129 0.774 0.102
12 H -2.635 -0.594 1.293
13 H -1.232 -1.783 1.396
14 H -1.675 -1.463 -0.152
15 H 1.827 -3.579 -5.176
16 H 1.527 -5.019 -4.707
17 O 2.141 -4.446 -5.228

Force components x, y, z for each atom (eV/Å):
-2.711 1.712 -1.060
2.621 -1.013 0.943
1.377 -0.406 0.600
-2.107 1.589 2.480
1.423 2.152 -0.576
1.622 -0.642 3.767
-1.209 -2.746 -0.539
0.296 0.576 0.206
0.238 1.251 0.112
0.710 -0.471 -1.453
-1.823 -2.355 0.123
1.389 -0.568 -1.685
-0.589 1.673 -0.671
-1.237 -0.753 -2.248
-0.906 2.029 0.246
0.745 0.944 -0.674
0.161 -2.972 0.429

Largest force on an atom, eV Å⁻¹: 4.2
Highest occupied orbital energy, eV: -8.4
LUMO, eV: 0.71
ΔE to the lowest compared entry with this formula, charge and spin, kJ/mol: 340.2
SMILES: C=C/C=C(/C)O.O
Total energy, hartree: -346.8959
Kohn-Sham gap, eV: 9.1

How is the electron density shared among the atoms? According to Löwdin, the charges in e are: -0.01 -0.18 -0.11 -0.42 0.02 -0.04 0.09 0.05 0.07 0.12 0.15 0.11 0.12 0.04 -0.01 0.06 -0.05

***

Record 2
Formula: C5H10O2
Source: OMol25
Level of theory: ωB97M-V with the def2-TZVPD basis set

Cartesian coordinates (Å):
1 O 1.340 1.034 1.380
2 C 0.124 1.312 1.565
3 O -0.689 0.817 2.406
4 C -0.728 1.075 0.080
5 C -1.092 -0.415 -0.074
6 C 0.147 -1.314 -0.223
7 C 1.019 -0.955 -1.440
8 H 0.090 2.478 1.619
9 H 0.165 1.300 -0.496
10 H -1.563 1.735 -0.179
11 H -1.593 -0.789 0.835
12 H -1.712 -0.639 -0.961
13 H 0.850 -1.317 0.632
14 H -0.117 -2.385 -0.270
15 H 0.384 -0.339 -2.052
16 H 1.654 -1.750 -1.805
17 H 1.721 0.151 -1.016

Force components x, y, z for each atom (eV/Å):
-0.176 -0.022 -0.171
0.539 -0.011 2.200
0.005 0.300 -0.483
-0.333 -0.922 -1.952
0.955 -0.978 1.221
1.411 -0.895 0.066
1.038 4.618 2.890
-0.499 -0.415 -0.783
-0.362 0.301 -0.333
0.324 0.127 0.987
-0.286 0.450 -0.629
0.009 0.755 0.288
-0.738 0.427 0.138
-0.480 0.441 -0.211
-0.092 -0.739 -1.565
-0.010 0.324 -0.428
-1.305 -3.761 -1.235

Largest force on an atom, eV Å⁻¹: 5.5
Highest occupied orbital energy, eV: -10.2
LUMO, eV: -2.72
ΔE to the lowest compared entry with this formula, charge and spin, kJ/mol: 665.2
Total energy, hartree: -346.7721
Kohn-Sham gap, eV: 7.5

How is the electron density shared among the atoms? According to Löwdin, the charges in e are: 0.04 -0.69 0.07 0.02 -0.20 -0.30 -0.10 0.25 0.08 0.12 0.12 0.13 0.11 0.11 0.04 0.06 0.16

***

Record 3
Formula: C5H10O2
Source: OMol25
Level of theory: ωB97M-V with the def2-TZVPD basis set

Cartesian coordinates (Å):
1 C -0.620 -1.883 -1.900
2 C -0.677 -0.599 -1.105
3 O 0.614 -0.386 -0.472
4 C 1.071 0.821 -0.495
5 C -0.852 1.213 2.179
6 C 2.338 0.914 0.273
7 O 2.369 1.123 1.469
8 H -0.360 -2.729 -1.257
9 H -1.599 -2.079 -2.349
10 H 0.118 -1.815 -2.705
11 H -0.887 0.282 -1.717
12 H -1.399 -0.656 -0.285
13 H -0.806 1.672 1.186
14 H -0.376 1.883 2.898
15 H -1.894 1.043 2.466
16 H -0.300 0.268 2.169
17 H 3.258 0.929 -0.355

Force components x, y, z for each atom (eV/Å):
0.013 -0.033 -0.018
-0.245 -0.076 -0.110
0.230 0.498 0.035
-0.028 -0.448 0.066
-0.011 -0.020 -0.002
0.033 0.160 0.431
0.033 -0.119 -0.598
-0.047 0.120 -0.088
0.123 0.028 0.072
-0.093 0.010 0.108
0.033 -0.121 0.090
0.102 -0.003 -0.121
-0.040 -0.072 0.191
-0.063 -0.088 -0.091
0.163 0.022 -0.062
-0.131 0.171 0.020
-0.071 -0.029 0.077

Largest force on an atom, eV Å⁻¹: 0.6
Highest occupied orbital energy, eV: -8.8
LUMO, eV: 0.44
ΔE to the lowest compared entry with this formula, charge and spin, kJ/mol: 414.8
Total energy, hartree: -346.8674
Kohn-Sham gap, eV: 9.3

How is the electron density shared among the atoms? According to Löwdin, the charges in e are: -0.07 -0.22 -0.08 0.00 -0.05 -0.28 0.03 0.08 0.08 0.08 0.12 0.12 0.01 0.02 0.02 0.02 0.12

***

Record 4
Formula: C5H10O2
Source: OMol25
Level of theory: ωB97M-V with the def2-TZVPD basis set

Cartesian coordinates (Å):
1 O 2.686 -0.174 -0.802
2 C 1.718 -0.486 0.183
3 C 0.356 -0.531 -0.532
4 C -0.996 -0.999 0.085
5 C -1.755 0.318 0.380
6 C -0.630 1.330 0.232
7 O 0.112 0.842 -0.876
8 H 2.343 0.607 -1.262
9 H 1.717 0.294 0.960
10 H 2.038 -1.422 0.648
11 H 0.548 -1.086 -1.454
12 H -0.921 -1.647 0.963
13 H -1.526 -1.565 -0.687
14 H -2.234 0.345 1.363
15 H -2.524 0.508 -0.377
16 H -0.014 1.304 1.145
17 H -0.917 2.362 0.032

Force components x, y, z for each atom (eV/Å):
0.021 0.215 -0.055
-0.252 -0.212 0.272
0.067 -0.122 -0.097
0.063 -0.066 0.005
-0.014 0.044 0.015
-0.135 0.188 0.131
-0.001 0.090 -0.073
0.158 -0.124 0.075
-0.069 -0.240 -0.047
-0.219 -0.052 -0.117
-0.065 0.169 -0.042
0.233 0.166 -0.077
0.097 -0.004 0.203
0.143 -0.046 -0.123
0.121 -0.078 0.116
-0.063 0.181 -0.135
-0.084 -0.110 -0.052

Largest force on an atom, eV Å⁻¹: 0.4
Highest occupied orbital energy, eV: -9.8
LUMO, eV: 1.01
ΔE to the lowest compared entry with this formula, charge and spin, kJ/mol: 159.1
SMILES: OC[C@H]1CCCO1
Total energy, hartree: -346.9649
Kohn-Sham gap, eV: 10.8

How is the electron density shared among the atoms? According to Löwdin, the charges in e are: -0.06 -0.21 -0.30 -0.10 -0.15 -0.21 -0.12 0.09 0.11 0.13 0.15 0.11 0.11 0.11 0.11 0.11 0.13

***

Record 5
Formula: C5H10O2
Source: OMol25
Level of theory: ωB97M-V with the def2-TZVPD basis set

Cartesian coordinates (Å):
1 O -0.288 2.971 -0.194
2 C 0.689 2.027 0.049
3 C -0.230 0.557 -0.381
4 C 0.960 -0.146 -0.061
5 C -0.032 -2.300 -0.122
6 C -1.234 -1.932 0.362
7 O -1.241 0.556 0.398
8 H -1.101 2.612 0.213
9 H 0.954 1.938 1.106
10 H 1.540 2.228 -0.599
11 H -0.357 0.747 -1.467
12 H 1.179 -0.328 0.988
13 H 1.776 -0.255 -0.775
14 H 0.754 -2.665 0.534
15 H 0.129 -2.426 -1.191
16 H -1.429 -1.883 1.428
17 H -2.069 -1.702 -0.289

Force components x, y, z for each atom (eV/Å):
-0.118 -0.129 0.099
0.441 0.087 0.070
0.146 -0.155 -0.145
-0.004 0.367 0.078
-0.239 -0.176 0.040
0.145 -0.200 -0.058
-0.013 0.040 -0.097
0.106 0.053 -0.055
-0.037 0.090 -0.135
-0.059 0.033 0.121
-0.073 -0.082 0.151
-0.054 0.026 -0.189
-0.221 0.058 0.082
-0.103 0.069 -0.065
-0.044 0.003 0.160
0.020 -0.029 -0.145
0.108 -0.056 0.088

Largest force on an atom, eV Å⁻¹: 0.5
Highest occupied orbital energy (spin up / spin down), eV: -8.8 / -8.8
LUMO (spin up / spin down), eV: -0.24 / -0.24
ΔE to the lowest compared entry with this formula, charge and spin, kJ/mol: 551.7
Total energy, hartree: -346.8153
Kohn-Sham gap (spin up / spin down), eV: 8.5 / 8.5

How is the electron density shared among the atoms? According to Löwdin, the charges in e are: -0.04 -0.16 -0.58 0.07 -0.12 -0.05 -0.11 0.10 0.12 0.12 0.16 0.11 0.11 0.07 0.07 0.07 0.07

***

Record 6
Formula: C5H10O2
Source: OMol25
Level of theory: ωB97M-V with the def2-TZVPD basis set

Cartesian coordinates (Å):
1 C -1.871 -2.671 0.940
2 C -1.368 -1.788 -0.154
3 C -0.727 -0.541 -0.162
4 O -0.484 0.086 1.077
5 C -0.020 0.155 -1.340
6 C 0.744 1.253 -1.291
7 H -2.721 -3.300 0.513
8 H -2.209 -1.963 1.784
9 H -1.022 -3.348 1.205
10 H -1.530 -2.182 -1.231
11 H 0.355 0.646 1.007
12 H 0.142 -0.475 -2.310
13 H 0.479 2.350 -0.986
14 H 1.768 1.364 -1.809
15 H 2.023 3.175 0.954
16 H 3.612 3.450 1.052
17 O 2.828 3.790 0.752

Force components x, y, z for each atom (eV/Å):
-0.445 0.807 0.278
1.155 2.329 -3.572
-0.525 -0.815 0.534
0.986 0.483 -0.989
0.124 -2.783 -0.648
1.336 3.358 -0.545
1.027 0.875 0.910
0.487 -1.677 -0.892
-0.847 0.429 0.340
0.317 0.688 1.815
-1.693 -1.137 -0.173
-0.018 0.459 2.266
0.260 -2.458 0.970
-2.159 -0.547 -0.272
2.799 1.528 -0.382
2.688 -1.787 1.370
-5.493 0.248 -1.009

Largest force on an atom, eV Å⁻¹: 5.6
Highest occupied orbital energy, eV: -8.3
LUMO, eV: 0.02
ΔE to the lowest compared entry with this formula, charge and spin, kJ/mol: 432.5
SMILES: C=C/C(O)=C/C.O
Total energy, hartree: -346.8607
Kohn-Sham gap, eV: 8.3

How is the electron density shared among the atoms? According to Löwdin, the charges in e are: -0.12 -0.14 -0.30 -0.04 -0.13 -0.07 0.09 0.10 0.09 0.12 0.11 0.13 0.09 0.08 0.08 -0.03 -0.06

***

Record 7
Formula: C5H10O2
Source: OMol25
Level of theory: ωB97M-V with the def2-TZVPD basis set

Cartesian coordinates (Å):
1 C -2.108 -0.442 0.631
2 C -1.484 0.364 -0.477
3 O -1.324 1.670 -0.304
4 C 0.367 -0.368 -0.481
5 C 1.670 0.448 -0.652
6 C 2.006 -0.124 0.732
7 O 0.738 -0.802 0.817
8 H -3.143 -0.089 0.721
9 H -2.106 -1.515 0.419
10 H -1.587 -0.245 1.571
11 H -1.746 0.013 -1.494
12 H -0.297 0.824 -0.404
13 H 0.195 -1.176 -1.200
14 H 2.310 0.138 -1.479
15 H 1.540 1.536 -0.684
16 H 2.134 0.607 1.537
17 H 2.836 -0.839 0.749

Force components x, y, z for each atom (eV/Å):
0.068 0.007 0.006
-0.377 -0.263 -0.077
-0.179 0.260 0.024
-0.059 -0.098 -0.192
0.102 0.131 -0.058
0.350 0.111 0.122
-0.091 -0.076 0.030
0.163 -0.047 -0.048
-0.008 0.120 0.034
-0.106 -0.037 -0.120
0.044 0.064 0.175
0.428 -0.150 -0.058
-0.044 0.155 0.163
-0.114 0.023 0.116
-0.009 -0.176 0.016
-0.058 -0.120 -0.119
-0.112 0.094 -0.013

Largest force on an atom, eV Å⁻¹: 0.5
Highest occupied orbital energy, eV: -8.6
LUMO, eV: 0.89
ΔE to the lowest compared entry with this formula, charge and spin, kJ/mol: 579.2
Total energy, hartree: -346.8048
Kohn-Sham gap, eV: 9.5

How is the electron density shared among the atoms? According to Löwdin, the charges in e are: -0.04 -0.42 -0.13 -0.22 -0.08 -0.15 -0.10 0.10 0.09 0.09 0.14 0.11 0.14 0.11 0.12 0.12 0.12

***

Record 8
Formula: C5H10O2
Source: OMol25
Level of theory: ωB97M-V with the def2-TZVPD basis set

Cartesian coordinates (Å):
1 C 2.575 0.382 -0.036
2 O 1.266 0.410 -0.549
3 C 0.362 -0.425 0.104
4 C -0.182 -0.081 1.498
5 C -0.964 0.153 0.279
6 C -1.835 0.883 -0.392
7 O -1.843 0.991 -1.746
8 H 3.045 -0.605 -0.153
9 H 2.589 0.660 1.027
10 H 3.144 1.121 -0.606
11 H 0.491 -1.493 -0.106
12 H -0.426 -0.929 2.138
13 H 0.219 0.784 2.023
14 H -2.308 -2.300 -0.785
15 H -2.460 -1.578 -0.684
16 H -2.650 1.437 0.063
17 H -1.023 0.589 -2.074

Force components x, y, z for each atom (eV/Å):
0.313 0.008 0.103
-0.042 0.069 -0.011
-0.126 -0.156 -0.072
0.003 0.098 0.200
-0.054 0.218 -0.131
-0.026 -0.075 0.349
0.191 -0.097 -0.100
-0.089 0.104 0.014
0.019 -0.056 -0.132
-0.013 -0.141 0.119
-0.060 0.214 0.006
0.051 0.154 -0.127
-0.015 -0.100 -0.098
-0.085 -0.066 -0.068
0.010 -0.191 -0.019
0.101 -0.075 -0.017
-0.177 0.089 -0.014

Largest force on an atom, eV Å⁻¹: 0.4
Highest occupied orbital energy, eV: -8.8
LUMO, eV: 0.99
ΔE to the lowest compared entry with this formula, charge and spin, kJ/mol: 433.3
SMILES: CO[C@H]1C/C1=C/O.[H][H]
Total energy, hartree: -346.8604
Kohn-Sham gap, eV: 9.8

How is the electron density shared among the atoms? According to Löwdin, the charges in e are: -0.10 -0.14 -0.30 -0.02 -0.22 -0.17 0.01 0.09 0.09 0.09 0.15 0.10 0.11 0.06 0.03 0.13 0.11

***

Record 9
Formula: C5H10O2
Source: OMol25
Level of theory: ωB97M-V with the def2-TZVPD basis set

Cartesian coordinates (Å):
1 O -2.095 1.369 0.322
2 C -1.058 1.949 0.531
3 C 0.525 -0.034 1.650
4 C 0.459 -0.620 0.466
5 C 1.494 -1.027 -0.540
6 O 0.503 -1.761 -1.280
7 C -0.535 -1.433 -0.328
8 H -0.942 1.152 -2.281
9 H -0.811 2.394 1.515
10 H -0.284 2.087 -0.247
11 H -0.293 -0.119 2.356
12 H 1.432 0.479 1.965
13 H -0.339 0.717 -2.334
14 H 2.239 -1.686 -0.072
15 H 2.018 -0.260 -1.124
16 H -1.375 -0.902 -0.799
17 H -0.937 -2.306 0.200

Force components x, y, z for each atom (eV/Å):
0.363 0.386 0.037
-0.287 -0.087 -0.071
-0.002 -0.237 -0.013
0.103 -0.066 0.386
0.301 0.122 0.052
0.018 -0.108 -0.175
-0.242 -0.030 0.193
0.075 -0.071 -0.018
-0.137 -0.074 -0.078
-0.170 0.004 0.016
-0.052 0.354 -0.104
-0.093 -0.238 0.063
-0.072 0.049 -0.051
-0.028 0.005 -0.258
-0.224 -0.078 -0.037
0.298 0.082 0.192
0.147 -0.014 -0.133

Largest force on an atom, eV Å⁻¹: 0.5
Highest occupied orbital energy, eV: -9.5
LUMO, eV: 0.85
ΔE to the lowest compared entry with this formula, charge and spin, kJ/mol: 466.9
SMILES: C=C1COC1.[H][H].C=O
Total energy, hartree: -346.8476
Kohn-Sham gap, eV: 10.3

How is the electron density shared among the atoms? According to Löwdin, the charges in e are: -0.03 -0.20 0.03 -0.28 -0.15 -0.13 -0.14 0.06 0.09 0.06 0.08 0.08 0.06 0.13 0.12 0.10 0.13

***

Record 10
Formula: C5H10O2
Source: OMol25
Level of theory: ωB97M-V with the def2-TZVPD basis set

Cartesian coordinates (Å):
1 C 0.854 0.527 -1.372
2 C 0.652 0.475 0.525
3 C -0.851 0.696 0.824
4 O -1.406 1.628 -0.077
5 C -1.044 -0.827 0.574
6 C 0.495 -1.026 0.637
7 O 1.010 -1.610 -0.569
8 H 1.882 0.470 -1.792
9 H 0.475 1.513 -1.384
10 H 0.249 -0.079 -2.102
11 H 1.395 1.041 1.134
12 H -1.160 0.975 1.857
13 H -2.359 1.667 0.053
14 H -1.697 -1.372 1.264
15 H -1.352 -1.023 -0.453
16 H 0.892 -1.608 1.477
17 H 1.965 -1.449 -0.597

Force components x, y, z for each atom (eV/Å):
-0.260 1.245 1.361
0.430 -0.016 -2.035
0.301 -0.285 -0.238
-0.467 -0.014 -0.052
-0.060 -0.243 -0.200
0.111 -0.600 -0.592
0.146 -1.980 0.960
-0.429 0.197 1.027
0.039 1.330 -0.865
0.167 0.330 1.682
-0.276 -0.305 -0.964
0.707 -0.148 -0.381
0.015 0.022 0.023
0.288 0.054 -0.083
-0.156 0.045 0.025
-0.185 0.498 0.163
-0.370 -0.131 0.170

Largest force on an atom, eV Å⁻¹: 2.2
Highest occupied orbital energy, eV: -9.4
LUMO, eV: 0.84
ΔE to the lowest compared entry with this formula, charge and spin, kJ/mol: 412.7
Total energy, hartree: -346.8683
Kohn-Sham gap, eV: 10.3

How is the electron density shared among the atoms? According to Löwdin, the charges in e are: 0.01 -0.09 -0.35 -0.04 -0.06 -0.35 -0.11 0.06 0.01 0.08 0.13 0.15 0.10 0.11 0.12 0.14 0.09

***

Q: What is the formula in the third record?
A: C5H10O2

***

Q: Among the records above, which one has the highest total energy?
A: number 2

***

Copy entry 10 word for word.
Formula: C5H10O2
Source: OMol25
Level of theory: ωB97M-V with the def2-TZVPD basis set

Cartesian coordinates (Å):
1 C 0.854 0.527 -1.372
2 C 0.652 0.475 0.525
3 C -0.851 0.696 0.824
4 O -1.406 1.628 -0.077
5 C -1.044 -0.827 0.574
6 C 0.495 -1.026 0.637
7 O 1.010 -1.610 -0.569
8 H 1.882 0.470 -1.792
9 H 0.475 1.513 -1.384
10 H 0.249 -0.079 -2.102
11 H 1.395 1.041 1.134
12 H -1.160 0.975 1.857
13 H -2.359 1.667 0.053
14 H -1.697 -1.372 1.264
15 H -1.352 -1.023 -0.453
16 H 0.892 -1.608 1.477
17 H 1.965 -1.449 -0.597

Force components x, y, z for each atom (eV/Å):
-0.260 1.245 1.361
0.430 -0.016 -2.035
0.301 -0.285 -0.238
-0.467 -0.014 -0.052
-0.060 -0.243 -0.200
0.111 -0.600 -0.592
0.146 -1.980 0.960
-0.429 0.197 1.027
0.039 1.330 -0.865
0.167 0.330 1.682
-0.276 -0.305 -0.964
0.707 -0.148 -0.381
0.015 0.022 0.023
0.288 0.054 -0.083
-0.156 0.045 0.025
-0.185 0.498 0.163
-0.370 -0.131 0.170

Largest force on an atom, eV Å⁻¹: 2.2
Highest occupied orbital energy, eV: -9.4
LUMO, eV: 0.84
ΔE to the lowest compared entry with this formula, charge and spin, kJ/mol: 412.7
Total energy, hartree: -346.8683
Kohn-Sham gap, eV: 10.3

How is the electron density shared among the atoms? According to Löwdin, the charges in e are: 0.01 -0.09 -0.35 -0.04 -0.06 -0.35 -0.11 0.06 0.01 0.08 0.13 0.15 0.10 0.11 0.12 0.14 0.09

***

Q: Number 10 is which compound?
A: C5H10O2